No. 1
# C8H20N2O3

A cluster of 2 separate species, C8H20N2O3 in total at a distorted geometry (ωB97M-V/def2-TZVPD, OMol25).

Values from the calculation:
charge	0
SMILES	CCOC(OCC)OCC.C=NN
electronic energy	-651.888762	Eh
lowest unoccupied orbital energy	0.92	eV

Cartesian coordinates (Å):
1 C 3.03967 -2.25195 0.29046
2 C 0.36880 2.77621 2.13201
3 C 0.67158 -0.20791 -3.26665
4 C -3.93195 0.26048 1.60564
5 C 1.99758 -1.20085 0.83404
6 C 0.82121 1.89323 0.94934
7 C -0.39120 -0.46939 -2.20650
8 C -0.00053 -0.14455 -0.06027
9 N -3.25120 -0.70111 -0.40297
10 N -3.79762 0.27778 0.33047
11 O 1.36689 -0.77894 -0.28715
12 O 0.05109 0.66367 0.99192
13 O -0.38989 0.45972 -1.17721
14 H 3.61053 -2.83522 1.11015
15 H 2.39904 -2.90052 -0.21752
16 H 3.71499 -1.80453 -0.36243
17 H 0.49485 3.82085 1.88953
18 H -0.73324 2.53310 1.91139
19 H 0.59421 2.59075 3.21517
20 H 0.50389 -0.71146 -4.25860
21 H 0.55268 0.87598 -3.45818
22 H 1.60671 -0.31421 -2.76153
23 H -0.48030 -1.00118 0.36336
24 H -3.71639 -0.50712 2.33981
25 H -4.62044 1.04703 1.92052
26 H 2.44817 -0.42555 1.41484
27 H 1.39970 -1.65869 1.60286
28 H 1.87464 1.56517 1.09593
29 H 0.75108 2.36852 0.02587
30 H -0.33871 -1.41724 -1.87998
31 H -1.37614 -0.28354 -2.65673
32 H -2.69520 -0.31598 -1.17224
33 H -2.54448 -1.20254 0.14465

=====

No. 2
# C8H20N4O2

An isolated molecule of C8H20N4O2 at a distorted geometry (ωB97M-V/def2-TZVPD, OMol25).

Values from the calculation:
charge	0
SMILES	CNCCCCCCN(C)N(O)N=O
electronic energy	-686.129550	Eh
lowest unoccupied orbital energy	0.78	eV

Cartesian coordinates (Å):
1 C 1.97435 -3.46437 2.16243
2 C 2.62145 -1.22409 1.52901
3 C 2.03191 0.05344 0.92408
4 C 1.79451 -0.10683 -0.52800
5 C 1.37408 1.22449 -1.16351
6 C -0.03076 1.59741 -0.72053
7 C -1.07137 0.52060 -0.98311
8 C -3.41791 -0.06500 -0.57797
9 H 2.31156 -3.34085 3.20716
10 H 1.13250 -4.13264 2.15038
11 H 2.76981 -3.93760 1.62638
12 H 0.72968 -1.93396 1.85629
13 H 3.47469 -1.57190 0.95504
14 H 2.95531 -1.04394 2.54144
15 H 2.64502 0.93477 1.04900
16 H 1.08159 0.30033 1.38045
17 H 1.13023 -0.95399 -0.66170
18 H 2.72674 -0.41827 -1.01900
19 H 2.13296 1.97860 -0.86373
20 H 1.39507 1.17349 -2.25502
21 H -0.09302 1.89158 0.34314
22 H -0.39960 2.49413 -1.25995
23 H -0.82178 -0.39412 -0.40966
24 H -1.08149 0.34128 -2.06405
25 H -3.41866 -0.65137 -1.44873
26 H -3.28720 -0.71679 0.30826
27 H -4.38406 0.43467 -0.42608
28 H -2.83577 3.62002 0.01771
29 N 1.59516 -2.28506 1.46219
30 N -2.38307 0.96449 -0.53726
31 N -2.86401 2.09339 -1.07553
32 N -3.28699 2.27358 -2.30302
33 O -3.50391 2.94363 -0.12179
34 O -2.99701 1.40087 -3.09432

=====

No. 3
# C8H20NO3

A structure of composition C8H20NO3 at a distorted geometry (ωB97M-V/def2-TZVPD, OMol25).

Values from the calculation:
charge	+1
electronic energy	-596.931025	Eh
lowest unoccupied orbital energy	-2.85	eV

Cartesian coordinates (Å):
1 C 5.05707 -0.12384 -0.28519
2 C -4.09914 0.21284 1.59348
3 C 3.73644 -0.34282 0.56936
4 C 2.48365 0.27398 -0.09321
5 C 1.18828 -0.04376 0.53242
6 C 0.07659 0.87736 0.16949
7 C -4.02260 -0.11790 0.14831
8 C -2.19698 0.30233 -0.57187
9 N -2.07962 -0.83593 -1.71578
10 O -4.28491 -1.32420 -0.25237
11 O -2.28997 1.40082 -1.38078
12 O -1.23740 0.06645 0.25398
13 H 5.57680 -1.09795 -0.36297
14 H 4.73368 0.24534 -1.22999
15 H 5.70921 0.61616 0.14184
16 H -3.57277 1.06525 1.69471
17 H -5.18260 0.32929 1.78153
18 H -3.80886 -0.36722 2.51740
19 H 3.70714 0.02973 1.62673
20 H 3.68748 -1.46733 0.66049
21 H 2.71380 1.34149 -0.06384
22 H 2.58930 -0.03443 -1.18562
23 H 1.39837 -0.31210 1.58388
24 H 0.93724 -1.11618 0.20606
25 H 0.33639 1.31908 -0.76796
26 H -0.07142 1.71399 0.75420
27 H -4.57879 0.53445 -0.49692
28 H -1.52877 -0.43171 -2.40890
29 H -3.00715 -1.07482 -2.16286
30 H -1.73858 -1.69648 -1.34219
31 H -4.50956 -1.98141 0.43521
32 H -2.14196 2.11924 -0.74893

=====

No. 4
# C8H20NOS

A cluster of 2 separate species, C8H20NOS in total at a distorted geometry (ωB97M-V/def2-TZVPD, OMol25).

Values from the calculation:
charge	+1
electronic energy	-844.633784	Eh
lowest unoccupied orbital energy (alpha / beta)	-3.83 / -3.29	eV

Cartesian coordinates (Å):
1 C -1.33849 1.20710 -1.44420
2 C -0.06856 2.43795 0.29829
3 C 1.57727 -0.03140 2.31819
4 C 0.15509 -1.69047 -1.94383
5 C 1.08770 -2.30817 0.17041
6 C -1.57439 0.56815 0.96431
7 C -0.57847 1.04981 -0.11053
8 C 0.57040 0.06346 -0.23337
9 N 0.20734 -1.33641 -0.50667
10 O -2.08781 -0.71592 0.62661
11 S 2.04329 0.51268 -1.08997
12 H -2.00556 2.06165 -1.36568
13 H -1.94791 0.33457 -1.66333
14 H -0.64863 1.39537 -2.26279
15 H 0.36487 2.95321 -0.55475
16 H -0.89847 3.04350 0.65190
17 H 0.66470 2.37761 1.09624
18 H 1.47567 1.00443 2.57023
19 H 0.94440 -0.71686 2.84538
20 H 2.54152 -0.36426 1.99356
21 H -0.22277 -2.70603 -2.05054
22 H -0.49536 -1.01267 -2.48883
23 H 1.15742 -1.63874 -2.36830
24 H 2.10944 -2.18302 -0.18560
25 H 1.06482 -2.14948 1.24350
26 H 0.75588 -3.32016 -0.05165
27 H -1.07127 0.52896 1.93738
28 H -2.39571 1.28828 1.01956
29 H -0.75711 -1.41886 -0.10625
30 H -2.79346 -0.95175 1.23834
31 H 2.16413 1.71742 -0.54760

=====

No. 5
# C8H20O2

A cluster of 2 separate species, C8H20O2 in total at a distorted geometry (ωB97M-V/def2-TZVPD, OMol25).

Values from the calculation:
charge	0
SMILES	CCOCC.CCOCC
electronic energy	-467.223925	Eh
lowest unoccupied orbital energy	1.17	eV

Cartesian coordinates (Å):
1 O -9.00546 1.86352 0.08688
2 C -7.60483 2.25088 2.02030
3 C -10.77400 1.60389 -1.47163
4 C -8.32928 1.17582 1.11498
5 C -9.76857 0.87311 -0.62393
6 H -7.10462 3.08604 1.50173
7 H -6.85790 1.72011 2.63430
8 H -8.37920 2.66460 2.68797
9 H -10.34774 2.40757 -2.09535
10 H -11.58784 2.02771 -0.85955
11 H -11.19827 0.83138 -2.13483
12 H -7.61601 0.43961 0.69702
13 H -9.06951 0.62004 1.72212
14 H -9.08265 0.31937 -1.29350
15 H -10.23874 0.13882 0.05814
16 O 4.29188 -1.59179 2.97822
17 C 5.15999 0.36065 1.81720
18 C 3.47391 -3.12339 4.65519
19 C 4.36296 -0.98750 1.70171
20 C 3.21625 -2.43878 3.24326
21 H 5.14738 0.74007 0.78159
22 H 6.20426 0.34019 2.17170
23 H 4.58603 1.05524 2.45338
24 H 4.28535 -3.84668 4.46805
25 H 2.62219 -3.65927 5.10689
26 H 3.83480 -2.36775 5.37309
27 H 3.39068 -0.69940 1.25772
28 H 4.83028 -1.73514 1.03232
29 H 2.21289 -1.98577 3.12711
30 H 3.29089 -3.27959 2.52708

=====

No. 6
# C8H20OSi

A cluster of 2 separate species, C8H20OSi in total at a distorted geometry (ωB97M-V/def2-TZVPD, OMol25).

Values from the calculation:
charge	0
electronic energy	-681.368499	Eh
lowest unoccupied orbital energy (alpha / beta)	0.27 / 0.67	eV

Cartesian coordinates (Å):
1 C 2.45776 -0.52192 2.35567
2 C 0.90670 1.41905 2.89985
3 C -2.07922 1.53943 -0.50289
4 C -0.08925 0.92755 -1.98251
5 C -2.28614 -0.32718 -2.18601
6 C 0.62416 -2.94175 -1.16078
7 C 1.55772 0.52593 1.85960
8 C -1.30266 0.41017 -1.14313
9 O -0.40757 -2.42835 -0.32387
10 Si -0.65008 -0.91518 0.17768
11 H 1.88745 -1.34652 2.86910
12 H 3.01132 -1.14681 1.58529
13 H 3.03070 0.07660 3.00850
14 H 0.33078 0.80517 3.67155
15 H 0.24433 2.20069 2.55859
16 H 1.56098 2.02464 3.42752
17 H -1.26421 2.07688 0.08883
18 H -2.55592 2.38110 -1.01928
19 H -2.75575 0.88966 0.14336
20 H 0.64857 1.49625 -1.40553
21 H -0.42421 1.55717 -2.71465
22 H 0.40237 -0.00976 -2.62614
23 H -3.08725 0.29475 -2.50131
24 H -1.66567 -0.47617 -3.06345
25 H -2.73970 -1.23031 -1.77058
26 H 1.34214 -2.18086 -1.45104
27 H 0.12879 -3.26439 -2.20885
28 H 0.89090 -3.76640 -0.43616
29 H 2.05124 1.04359 1.07330
30 H -1.70909 -1.33900 1.18308